1.
Entry from OMol25: one molecule with the formula C5H6O2 (the ωB97M-V functional and the def2-TZVPD basis).

Summary:
Energy ... -344.517591 Ha
Highest occupied orbital energy ... -10.149 eV
Strongest force on any atom ... 0.6 eV/A
Relative energy (zero: lowest compared OMol25 entry of this formula, charge and spin) ... 52.9 kcal/mol
SMILES ... C#CC(=O)[C@@H](C)O
Spin multiplicity ... 1

Each line ends with the Mulliken charge.
Cartesian coordinates (Å):
C (-1.803, 0.760, -0.169)  -1.288
C (-0.514, 0.145, 0.327)  0.337
O (-0.794, -1.146, 0.835)  -0.511
C (0.540, 0.022, -0.778)  0.197
O (0.406, 0.409, -1.914)  -0.516
C (1.770, -0.619, -0.292)  -0.500
C (2.727, -1.095, 0.264)  0.339
H (-2.460, 0.976, 0.678)  0.348
H (-2.310, 0.065, -0.843)  0.324
H (-1.597, 1.685, -0.712)  0.348
H (-0.067, 0.781, 1.111)  0.212
H (0.033, -1.532, 1.158)  0.314
H (3.596, -1.511, 0.727)  0.396

2.
Entry from OMol25: a 11-piece molecular cluster, C25H61N2O15 overall at a distorted geometry (the ωB97M-V functional and the def2-TZVPD basis).

Summary:
Energy ... -2226.353934 Ha
Highest occupied orbital energy ... -11.401 eV
Strongest force on any atom ... 9.2 eV/A
Charge ... +1
Spin multiplicity ... 1

Each line ends with the Mulliken charge.
Cartesian coordinates (Å):
C (3.446, -1.439, 2.576)  -0.480
C (4.502, -1.650, 1.338)  -0.385
N (4.023, -1.143, -0.005)  0.019
C (3.222, 0.141, 0.107)  -0.403
C (3.934, 1.444, 0.834)  -0.313
C (3.033, 2.817, 0.921)  -0.710
C (1.486, 2.786, 0.297)  0.109
N (0.852, 1.589, -0.375)  0.315
C (-0.533, 1.515, -0.979)  0.346
C (-1.386, 2.913, -0.945)  -0.925
O (-1.699, 3.222, 0.478)  -0.281
C (-2.981, 2.620, 0.879)  0.629
C (-3.164, 1.412, 1.999)  -0.844
O (-4.095, 3.129, 0.311)  -0.540
C (1.691, 0.297, -0.468)  0.047
C (1.069, -1.054, -1.234)  -0.384
C (-0.004, -1.883, -0.313)  0.671
O (-1.346, -1.871, -0.539)  -0.670
O (0.427, -2.754, 0.822)  -0.227
C (-0.296, -2.411, 2.058)  0.567
C (-0.572, -3.643, 3.124)  -0.887
O (-0.688, -1.140, 2.355)  -0.490
H (3.597, -0.354, 3.046)  0.243
H (2.341, -1.504, 2.192)  -0.001
H (3.651, -2.234, 3.421)  0.181
H (5.552, -1.232, 1.673)  0.168
H (4.653, -2.827, 1.218)  0.391
H (4.886, -0.914, -0.577)  0.350
H (5.015, 1.460, 1.293)  0.355
H (3.436, 3.819, 1.414)  0.313
H (0.893, 3.804, 0.392)  0.325
H (-0.497, 1.174, -2.122)  0.222
H (-1.150, 0.726, -0.350)  -0.068
H (-0.772, 3.858, -1.337)  0.286
H (-2.342, 2.821, -1.623)  0.393
H (-2.238, 1.297, 2.712)  0.296
H (-4.081, 1.743, 2.673)  0.335
H (-3.457, 0.380, 1.520)  0.203
H (1.946, -1.821, -1.494)  0.479
H (0.645, -0.716, -2.291)  0.398
H (0.406, -4.309, 3.116)  0.287
H (-1.459, -4.348, 2.824)  0.182
H (-0.688, -3.158, 4.187)  0.325
C (-1.301, 5.597, -4.188)  -0.712
O (-0.849, 6.132, -2.958)  -0.508
H (-0.722, 4.700, -4.420)  0.263
H (-2.359, 5.335, -4.105)  0.319
H (-1.159, 6.336, -4.981)  0.342
H (-1.380, 6.926, -2.778)  0.259
C (-1.162, -3.034, -3.898)  -0.369
O (-1.869, -1.915, -3.396)  -0.513
H (-1.227, -3.036, -4.988)  0.322
H (-0.113, -2.968, -3.597)  0.179
H (-1.606, -3.952, -3.507)  0.141
H (-1.794, -1.940, -2.427)  0.352
C (-3.625, -6.908, 2.744)  -0.501
O (-2.469, -6.536, 3.472)  -0.476
H (-3.598, -6.425, 1.764)  0.233
H (-3.641, -7.992, 2.613)  0.264
H (-4.517, -6.582, 3.284)  0.206
H (-2.521, -6.979, 4.336)  0.317
C (7.206, -1.967, -3.071)  -0.541
O (6.916, -1.901, -1.687)  -0.469
H (6.288, -1.786, -3.635)  0.214
H (7.944, -1.202, -3.326)  0.271
H (7.593, -2.958, -3.317)  0.251
H (7.749, -2.065, -1.212)  0.283
C (5.966, -2.169, 5.588)  -0.575
O (5.842, -1.134, 4.630)  -0.446
H (5.001, -2.670, 5.696)  0.220
H (6.713, -2.891, 5.251)  0.277
H (6.263, -1.743, 6.550)  0.277
H (6.712, -0.708, 4.555)  0.271
C (-3.540, 9.366, -3.641)  -0.576
O (-2.161, 9.575, -3.879)  -0.483
H (-3.841, 8.421, -4.101)  0.207
H (-3.722, 9.318, -2.565)  0.270
H (-4.116, 10.183, -4.083)  0.309
H (-1.923, 10.419, -3.460)  0.290
C (1.656, 7.479, -4.173)  -0.377
O (1.594, 7.568, -5.584)  -0.517
H (2.068, 6.506, -3.895)  0.172
H (2.303, 8.270, -3.785)  0.334
H (0.651, 7.579, -3.756)  0.126
H (1.225, 8.441, -5.800)  0.297
C (0.224, -6.029, -2.187)  -0.601
O (0.959, -4.938, -2.710)  -0.479
H (0.154, -6.808, -2.949)  0.252
H (0.737, -6.427, -1.308)  0.290
H (-0.781, -5.696, -1.915)  0.243
H (1.004, -4.263, -2.011)  0.256
C (-4.996, -5.237, 6.361)  -0.544
O (-3.643, -5.182, 5.949)  -0.472
H (-5.034, -5.485, 7.424)  0.237
H (-5.467, -4.264, 6.199)  0.253
H (-5.521, -6.007, 5.790)  0.255
H (-3.641, -4.960, 5.003)  0.262
C (-6.738, 0.724, 0.369)  -0.351
O (-6.862, 1.759, -0.589)  -0.515
H (-7.703, 0.222, 0.477)  0.277
H (-5.991, 0.002, 0.032)  0.133
H (-6.441, 1.150, 1.331)  0.159
H (-5.992, 2.185, -0.664)  0.312

3.
Entry from OMol25: a 2-piece molecular cluster, C3H11N2 overall at a distorted geometry (the ωB97M-V functional and the def2-TZVPD basis).

Summary:
Energy ... -230.100696 Ha
Highest occupied orbital energy ... -14.400 eV
Strongest force on any atom ... 3.0 eV/A
Relative energy (zero: lowest compared OMol25 entry of this formula, charge and spin) ... 51.3 kcal/mol
Charge ... +1
Spin multiplicity ... 1

Each line ends with the Mulliken charge.
Cartesian coordinates (Å):
C (1.931, 1.662, 0.366)  -0.821
N (0.428, 1.431, 0.592)  -0.391
H (2.206, 2.475, 0.969)  0.373
H (2.016, 1.873, -0.700)  0.338
H (2.487, 0.805, 0.556)  0.335
H (-0.065, 2.279, 0.141)  0.396
H (-0.128, 0.434, 0.407)  0.406
H (0.255, 1.601, 1.585)  0.405
C (-1.914, -1.842, 0.199)  -0.846
C (-0.103, -1.125, -1.247)  -0.205
N (-0.628, -1.046, -0.074)  -0.455
H (-2.129, -1.684, 1.317)  0.294
H (-2.778, -1.411, -0.441)  0.342
H (-1.806, -2.957, 0.021)  0.303
H (0.971, -0.872, -1.676)  0.234
H (-0.745, -1.622, -2.016)  0.293

4.
Entry from OMol25: C6H8O2 as an isolated structure at a distorted geometry (the ωB97M-V functional and the def2-TZVPD basis).

Summary:
Energy ... -383.625854 Ha
Highest occupied orbital energy ... -9.653 eV
Strongest force on any atom ... 9.1 eV/A
Relative energy (zero: lowest compared OMol25 entry of this formula, charge and spin) ... 178.4 kcal/mol
Spin multiplicity ... 1

Each line ends with the Mulliken charge.
Cartesian coordinates (Å):
C (1.370, -1.119, 0.391)  -1.009
C (0.630, 0.103, -0.147)  0.345
C (-0.341, 0.485, 0.758)  0.256
C (-1.491, 1.012, 0.002)  -0.390
C (-1.220, 0.650, -1.235)  -0.477
C (0.076, -0.092, -1.459)  0.168
H (0.671, -2.027, 1.349)  0.210
H (2.697, -0.707, 1.041)  0.236
H (1.805, -1.826, -0.541)  0.321
H (1.464, 0.936, -0.463)  0.286
H (0.130, 1.497, 1.336)  0.181
H (-1.040, -1.202, 1.295)  0.342
H (-2.298, 1.544, 0.468)  0.447
H (-2.068, 1.443, -1.957)  0.120
O (-0.869, -0.335, 1.670)  -0.538
O (0.485, -0.364, -2.509)  -0.498

5.
Entry from OMol25: C27H36BrCl5N6O6PS2Tl as an isolated structure (the ωB97M-V functional and the def2-TZVPD basis).

Summary:
Energy ... -8015.915293 Ha
Highest occupied orbital energy ... -2.929 eV
Strongest force on any atom ... 0.2 eV/A
Relative energy (zero: lowest compared OMol25 entry of this formula, charge and spin) ... 13.2 kcal/mol
Charge ... -2
Spin multiplicity ... 1

Each line ends with the Mulliken charge.
Cartesian coordinates (Å):
Tl (0.500, -0.620, 1.738)  0.942
O (-2.511, -1.594, 4.679)  -0.743
S (-1.386, -1.259, 3.815)  0.727
O (-1.077, 0.208, 3.826)  -0.606
O (-0.140, -1.992, 4.131)  -0.697
O (-1.718, -1.575, 2.363)  -0.667
Cl (5.086, -7.890, -0.260)  -0.247
C (4.377, -6.319, -0.452)  0.286
C (4.206, -5.470, 0.644)  0.018
Cl (4.723, -6.004, 2.208)  -0.226
C (3.641, -4.218, 0.498)  0.546
Cl (3.442, -3.171, 1.860)  -0.167
C (3.198, -3.708, -0.772)  -0.886
O (2.685, -2.574, -0.917)  -0.565
C (3.403, -4.617, -1.864)  0.448
Cl (2.909, -4.055, -3.425)  -0.216
C (3.968, -5.869, -1.706)  0.121
Cl (4.178, -6.902, -3.085)  -0.235
O (-1.044, 1.310, 0.615)  0.191
P (-2.084, 0.823, -0.321)  -1.441
N (-1.897, -0.608, -1.115)  0.344
C (-0.705, -0.775, -1.982)  -0.234
C (-0.565, -2.288, -2.147)  -0.235
C (-1.174, -2.840, -0.859)  -0.467
C (-2.356, -1.914, -0.603)  -0.123
N (-3.541, 0.733, 0.438)  0.514
C (-3.727, 0.923, 1.881)  0.024
C (-4.662, -0.221, 2.255)  -0.562
C (-5.550, -0.416, 1.012)  -0.752
C (-4.778, 0.250, -0.153)  -0.453
N (-2.130, 1.883, -1.613)  0.428
C (-1.938, 3.310, -1.323)  -0.077
C (-2.680, 4.036, -2.451)  -0.769
C (-3.749, 3.030, -2.876)  -0.712
C (-2.990, 1.710, -2.779)  -0.537
H (0.183, -0.350, -1.506)  0.060
H (-0.840, -0.259, -2.935)  0.103
H (0.474, -2.581, -2.284)  -0.058
H (-1.146, -2.628, -3.011)  0.370
H (-0.459, -2.763, -0.038)  -0.125
H (-1.476, -3.885, -0.938)  0.529
H (-2.611, -1.858, 0.454)  -0.070
H (-3.231, -2.249, -1.177)  0.173
H (-4.198, 1.898, 2.070)  0.296
H (-2.775, 0.878, 2.408)  -0.334
H (-5.239, -0.002, 3.154)  0.539
H (-4.056, -1.103, 2.456)  0.081
H (-6.526, 0.059, 1.133)  0.309
H (-5.726, -1.474, 0.810)  0.291
H (-5.365, 1.079, -0.574)  0.291
H (-4.571, -0.449, -0.965)  0.333
H (-0.875, 3.558, -1.295)  -0.098
H (-2.360, 3.564, -0.343)  0.116
H (-2.000, 4.224, -3.287)  0.321
H (-3.087, 4.995, -2.127)  0.401
H (-4.157, 3.220, -3.870)  0.437
H (-4.573, 3.031, -2.156)  0.209
H (-2.387, 1.556, -3.685)  0.385
H (-3.637, 0.841, -2.668)  0.271
S (2.501, 1.836, -2.213)  -0.420
C (3.761, 1.225, -1.276)  0.181
N (3.937, -0.071, -1.037)  0.244
C (5.013, -0.566, -0.202)  0.033
C (5.224, 0.393, 0.956)  -0.461
C (5.568, 1.757, 0.381)  -0.652
N (4.659, 2.081, -0.712)  -0.211
H (3.215, -0.744, -1.295)  0.089
H (5.937, -0.659, -0.787)  0.187
H (4.724, -1.554, 0.142)  -0.286
H (6.027, 0.049, 1.609)  0.416
H (4.304, 0.442, 1.543)  0.162
H (6.603, 1.754, 0.021)  0.380
H (5.486, 2.533, 1.146)  0.327
H (4.456, 3.045, -0.909)  0.244
Br (-2.179, 4.279, 3.281)  -0.185
C (-0.508, 3.730, 2.569)  -0.216
C (-0.053, 4.283, 1.390)  -0.178
C (1.143, 3.812, 0.878)  -0.351
C (1.821, 2.837, 1.589)  0.066
N (1.390, 2.322, 2.737)  -0.505
C (0.220, 2.744, 3.216)  -0.343
H (-0.635, 5.034, 0.873)  0.453
H (1.524, 4.149, -0.078)  0.328
H (2.745, 2.427, 1.198)  0.209
H (-0.160, 2.243, 4.097)  0.686

6.
Entry from OMol25: a 6-piece molecular cluster, C8H27N6O9 overall at a distorted geometry (the ωB97M-V functional and the def2-TZVPD basis).

Summary:
Energy ... -1326.673984 Ha
Highest occupied orbital energy ... -6.616 eV
Strongest force on any atom ... 6.2 eV/A
Charge ... -1
Spin multiplicity ... 1

Each line ends with the Mulliken charge.
Cartesian coordinates (Å):
N (-1.863, -1.420, 0.027)  1.145
O (-2.457, -0.448, -0.503)  -0.817
O (-1.196, -1.249, 1.054)  -0.830
O (-1.986, -2.412, -0.577)  -0.715
C (-0.298, -4.059, 2.777)  0.491
O (-0.078, -4.880, 3.682)  -0.767
N (-0.431, -4.328, 1.525)  -0.211
N (-0.378, -2.770, 3.065)  -0.252
H (-0.681, -3.482, 1.033)  0.110
H (-0.282, -5.279, 1.219)  0.175
H (-0.204, -2.351, 3.968)  0.170
H (-0.629, -2.228, 2.250)  0.441
C (-4.309, 3.388, -1.704)  0.494
O (-4.948, 4.003, -2.557)  -0.747
N (-3.684, 2.289, -1.930)  -0.254
N (-4.271, 3.693, -0.424)  -0.276
H (-3.890, 1.830, -2.806)  0.201
H (-3.365, 1.800, -1.106)  0.279
H (-4.631, 4.593, -0.141)  0.174
H (-3.803, 3.051, 0.200)  0.283
C (4.308, 2.843, 2.377)  -0.738
O (2.979, 2.307, 2.423)  -0.413
C (2.767, 0.931, 2.287)  -0.264
C (3.255, 0.529, 0.825)  -0.832
N (2.570, 1.208, -0.239)  -0.323
C (1.262, 0.606, -0.560)  -0.360
C (1.336, -0.523, -1.563)  -0.201
O (1.697, -0.054, -2.828)  -0.400
C (1.527, -1.027, -3.788)  -0.763
H (5.109, 2.123, 2.542)  0.347
H (4.284, 3.589, 3.171)  0.269
H (4.391, 3.340, 1.411)  0.241
H (1.706, 0.839, 2.519)  0.253
H (3.295, 0.235, 2.939)  0.300
H (3.201, -0.557, 0.749)  0.321
H (4.298, 0.761, 0.608)  0.477
H (2.355, 2.144, 0.074)  0.281
H (0.537, 1.334, -0.925)  0.453
H (0.700, 0.273, 0.313)  0.184
H (0.460, -1.171, -1.553)  0.031
H (2.064, -1.263, -1.228)  0.251
H (0.569, -1.542, -3.850)  0.263
H (2.416, -1.644, -3.927)  0.306
H (1.633, -0.527, -4.751)  0.300
O (-2.569, -3.124, -3.428)  -0.661
H (-3.411, -2.937, -3.013)  0.297
H (-1.924, -2.984, -2.735)  0.388
O (-2.770, 1.760, 0.942)  -0.714
H (-2.682, 0.835, 0.709)  0.365
H (-1.980, 1.956, 1.446)  0.249

What did the third record say?
Entry from OMol25: a 2-piece molecular cluster, C3H11N2 overall at a distorted geometry (the ωB97M-V functional and the def2-TZVPD basis).

Summary:
Energy ... -230.100696 Ha
Highest occupied orbital energy ... -14.400 eV
Strongest force on any atom ... 3.0 eV/A
Relative energy (zero: lowest compared OMol25 entry of this formula, charge and spin) ... 51.3 kcal/mol
Charge ... +1
Spin multiplicity ... 1

Each line ends with the Mulliken charge.
Cartesian coordinates (Å):
C (1.931, 1.662, 0.366)  -0.821
N (0.428, 1.431, 0.592)  -0.391
H (2.206, 2.475, 0.969)  0.373
H (2.016, 1.873, -0.700)  0.338
H (2.487, 0.805, 0.556)  0.335
H (-0.065, 2.279, 0.141)  0.396
H (-0.128, 0.434, 0.407)  0.406
H (0.255, 1.601, 1.585)  0.405
C (-1.914, -1.842, 0.199)  -0.846
C (-0.103, -1.125, -1.247)  -0.205
N (-0.628, -1.046, -0.074)  -0.455
H (-2.129, -1.684, 1.317)  0.294
H (-2.778, -1.411, -0.441)  0.342
H (-1.806, -2.957, 0.021)  0.303
H (0.971, -0.872, -1.676)  0.234
H (-0.745, -1.622, -2.016)  0.293